DFT (wB97M-V/def2-TZVPD) results for 15 unconnected molecules or ions with the total composition C45H120O15 in a non-equilibrium geometry.

Geometry as XYZ:
```
180
Properties=species:S:1:pos:R:3:forces:R:3:lowdin_charge:R:1
C -0.8015 0.5279 -1.7606 0.25 -0.49 0.87 -0.04
C 0.0779 0.3016 -0.5211 -0.02 -0.26 -0.44 -0.41
C 0.3535 1.6056 0.2260 0.15 -0.31 0.70 -0.03
O -0.5242 -0.6646 0.3407 -0.49 0.07 0.12 -0.07
H -0.2502 1.0681 -2.5316 0.06 -0.45 0.82 0.05
H -1.6828 1.0817 -1.4295 -0.10 -0.01 -0.39 0.08
H -1.1194 -0.3965 -2.2436 -0.05 -0.13 0.53 0.05
H 1.0015 -0.1669 -0.8732 0.03 0.21 0.25 0.10
H -0.5310 1.9969 0.7349 -0.23 -0.33 -0.19 0.08
H 0.6873 2.4127 -0.4292 0.19 -1.30 1.51 0.02
H 1.1033 1.4731 1.0092 0.09 -0.20 -0.01 0.08
H 0.0537 -0.7903 1.1187 -0.05 -0.04 0.00 0.05
C 3.4464 0.9174 5.4013 0.35 0.85 -0.41 -0.04
C 2.3682 1.2503 6.4301 -0.26 -0.83 0.13 -0.41
C 1.1916 1.9962 5.8124 0.74 1.42 -0.93 -0.08
O 1.9066 0.0061 6.9887 1.97 1.01 3.64 -0.11
H 4.3548 0.4856 5.8186 -0.16 -0.05 0.24 0.09
H 3.7373 1.8028 4.8295 0.06 0.12 0.12 0.09
H 3.0692 0.2333 4.6376 0.24 0.04 0.06 0.06
H 2.7373 1.8553 7.2581 0.24 -0.22 -0.01 0.14
H 0.8009 1.4111 4.9756 0.61 2.18 0.22 0.02
H 1.5395 2.9533 5.4201 -0.02 0.21 0.18 0.09
H 0.3863 2.1632 6.5263 0.02 0.04 0.14 0.11
H 1.7137 -0.5651 6.2378 0.85 -0.35 3.02 -0.04
C 5.4999 2.5003 -0.2562 0.09 -0.37 0.24 -0.05
C 4.5568 3.5253 0.3993 0.56 -0.16 -1.34 -0.50
C 3.1807 3.5081 -0.1814 -0.25 -0.82 -0.72 -0.06
O 4.4339 3.3215 1.7828 0.00 -0.01 0.65 -0.04
H 6.4386 2.5514 0.2994 0.15 -0.22 -0.15 0.08
H 5.7268 2.6416 -1.3150 -0.09 0.68 0.04 0.08
H 5.1469 1.4659 -0.2438 -0.23 0.04 0.53 0.06
H 5.0015 4.4969 0.1538 -0.01 0.23 0.41 0.14
H 3.2500 3.6165 -1.2658 -0.10 0.62 0.00 0.09
H 2.5250 4.2405 0.2865 0.30 -0.04 -0.37 0.05
H 2.7376 2.5105 -0.1021 0.12 0.10 0.50 0.06
H 5.2610 3.5410 2.2221 0.05 -0.06 -0.05 0.09
C 4.9207 -0.2595 -4.0020 -0.07 -0.17 0.23 -0.04
C 3.9188 -0.5797 -2.9115 -1.71 0.48 0.08 -0.43
C 2.9246 0.5917 -2.6772 1.40 -0.30 0.16 -0.02
O 3.1460 -1.7628 -3.1672 0.52 -0.46 0.29 -0.09
H 5.6463 -1.0661 -4.1030 -0.02 0.00 -0.11 0.08
H 5.4522 0.6582 -3.7470 0.05 0.00 -0.03 0.08
H 4.3995 -0.1017 -4.9473 0.04 -0.03 -0.07 0.08
H 4.4027 -0.7872 -1.9556 0.26 0.01 -0.06 0.13
H 3.5478 1.4268 -2.3493 -0.27 0.31 -0.09 0.06
H 2.2414 0.3529 -1.8626 0.13 0.03 -0.39 0.05
H 2.4051 0.8542 -3.5986 -0.13 -0.02 0.02 0.08
H 2.5601 -1.6985 -3.9379 0.33 0.42 -0.20 0.05
C -1.3585 3.9325 -1.3217 -0.49 -1.22 0.29 -0.05
C -0.0782 3.5913 -2.0586 -0.48 2.31 -0.22 -0.45
C -0.3326 3.0848 -3.4691 0.19 -0.46 0.59 -0.04
O 0.5909 4.8574 -2.2141 0.76 0.17 -0.85 -0.06
H -1.9848 4.6255 -1.8835 0.26 0.14 -0.10 0.10
H -1.1698 4.3278 -0.3219 0.18 0.25 -0.37 0.06
H -1.9558 3.0256 -1.1845 -0.10 0.15 0.17 0.05
H 0.5819 2.9755 -1.4419 -0.53 0.56 -1.93 0.07
H -0.8019 2.1000 -3.4235 -0.12 0.80 -0.51 0.03
H 0.6452 2.9564 -3.9336 -0.16 0.25 -0.48 0.09
H -1.0224 3.7465 -3.9876 0.38 0.23 -0.20 0.09
H 0.6046 5.3643 -1.3984 -0.17 -0.22 0.21 0.08
C -3.8892 2.7344 -3.6544 0.46 0.30 -0.49 -0.05
C -4.3011 1.3567 -4.1300 0.09 0.21 -0.65 -0.49
C -3.1121 0.5206 -4.5847 0.44 0.08 0.41 -0.05
O -5.0253 0.7186 -3.1062 0.01 -0.31 0.04 -0.04
H -4.7397 3.3523 -3.3685 -0.11 -0.19 0.10 0.09
H -3.3672 3.2613 -4.4567 0.07 0.03 0.01 0.08
H -3.2038 2.6559 -2.8105 -0.10 0.01 0.03 0.04
H -4.9290 1.4876 -5.0165 -0.44 -0.16 0.22 0.14
H -2.3986 0.4363 -3.7588 0.01 0.03 -0.09 0.05
H -2.6010 0.9954 -5.4239 -0.03 0.05 -0.03 0.08
H -3.3645 -0.5013 -4.8700 -0.34 0.08 -0.05 0.07
H -4.5898 1.0254 -2.2987 -0.44 -0.08 0.29 0.05
C -1.4147 -0.1684 3.6807 0.61 0.07 0.21 -0.01
C 0.1208 -0.1927 3.7206 -0.02 -0.13 0.89 -0.41
C 0.6188 -0.4279 5.1802 -2.83 -1.30 -2.91 -0.10
O 0.7210 -1.0663 2.7900 -0.32 -0.35 0.09 -0.09
H -1.7232 0.5972 4.3946 -0.29 0.00 -0.03 0.09
H -1.8341 -1.1255 3.9969 0.02 -0.05 0.01 0.08
H -1.8017 0.0851 2.6965 0.05 0.06 -0.08 0.06
H 0.5024 0.7978 3.4603 -0.20 0.02 -0.44 0.12
H 0.2845 0.4016 5.8047 -0.87 -2.11 -0.21 0.07
H 1.7070 -0.3913 5.2425 -1.10 -0.34 -3.63 0.06
H 0.2515 -1.3723 5.5793 -0.10 -0.20 -0.06 0.12
H 0.6299 -1.9802 3.1282 0.00 0.14 -0.05 0.06
C 5.5543 -0.2369 2.5847 -0.46 0.27 0.37 -0.04
C 4.6811 -1.3373 2.0161 -0.72 0.74 -1.98 -0.46
C 3.3192 -0.7399 1.5269 0.94 -0.59 0.92 -0.03
O 5.3444 -1.8758 0.8915 0.93 -0.33 -0.10 -0.06
H 4.8750 0.3956 3.1591 0.38 -0.08 0.59 0.05
H 5.9516 0.4728 1.8586 0.01 -0.48 -0.47 0.07
H 6.3782 -0.6349 3.1756 -0.05 0.12 0.14 0.08
H 4.4983 -2.1284 2.7489 -0.08 0.11 0.25 0.13
H 3.4406 -0.0476 0.6938 0.34 0.21 0.13 0.07
H 2.9182 -0.2461 2.4137 -0.53 0.09 -0.46 0.05
H 2.6644 -1.5344 1.1685 -0.09 0.02 0.25 0.06
H 4.8380 -2.5819 0.4669 -0.29 0.13 -0.03 0.05
C -1.8633 -3.3639 -1.9584 0.46 -1.62 -0.16 -0.05
C -2.7912 -4.3857 -2.6703 -0.84 0.93 1.09 -0.47
C -3.1217 -4.0431 -4.1140 0.20 -0.24 -0.23 -0.05
O -2.2499 -5.6848 -2.4840 0.76 -0.16 -0.30 -0.04
H -1.6554 -3.7721 -0.9685 -0.18 0.23 0.17 0.07
H -2.2095 -2.3371 -1.8752 -0.27 -0.09 -0.18 0.07
H -0.8984 -3.3821 -2.4721 -0.44 -0.03 0.62 0.03
H -3.7403 -4.4166 -2.1248 -0.10 0.47 0.05 0.12
H -3.1706 -2.9635 -4.2632 -0.16 0.02 0.06 0.06
H -4.0803 -4.4774 -4.3995 0.02 0.01 -0.09 0.08
H -2.3600 -4.4357 -4.7906 0.04 -0.02 0.01 0.08
H -2.9611 -6.3272 -2.4458 -0.06 0.04 -0.09 0.09
C -1.5179 4.0076 2.2756 -0.03 -0.19 1.02 -0.06
C -0.4379 5.0777 2.5447 -0.86 -0.79 -0.58 -0.47
C 0.9243 4.6748 2.0689 0.68 -0.29 -0.73 -0.06
O -0.8394 6.2115 1.7955 0.30 0.75 -0.02 -0.05
H -2.4949 4.3780 2.5980 0.02 0.14 0.15 0.08
H -1.3378 3.1026 2.8630 0.08 -0.11 -0.07 0.08
H -1.6609 3.7327 1.2312 0.42 0.15 0.23 0.03
H -0.3813 5.3059 3.6135 -0.17 0.06 0.06 0.14
H 1.6184 5.5129 1.9869 -0.15 0.18 0.34 0.09
H 0.9045 4.2561 1.0582 -0.51 0.04 0.16 0.04
H 1.4096 3.9076 2.6726 -0.16 0.01 0.23 0.09
H -1.6571 6.5400 2.1799 -0.05 0.06 -0.10 0.09
C -1.0160 -4.0886 2.1367 0.28 -0.76 -0.05 -0.03
C -0.6060 -4.4990 3.5545 -0.09 0.35 -0.64 -0.45
C 0.0544 -5.8464 3.6606 -0.38 -0.96 -0.50 -0.05
O 0.3612 -3.5106 3.9408 -0.32 0.07 0.85 -0.07
H -1.0522 -3.0042 2.0549 -0.08 0.02 -0.04 0.07
H -1.9714 -4.5082 1.8196 -0.08 -0.01 0.23 0.09
H -0.2771 -4.4785 1.4329 0.00 0.24 0.02 0.06
H -1.4918 -4.4637 4.1960 0.10 0.20 0.19 0.14
H 1.0491 -5.8345 3.2154 -0.03 0.12 -0.10 0.08
H -0.5559 -6.5686 3.1106 0.09 -0.10 -0.05 0.09
H 0.1418 -6.2595 4.6664 -0.03 0.38 0.17 0.08
H 0.3989 -3.5635 4.9023 0.40 0.21 0.00 0.10
C 3.1218 -5.2654 0.2159 0.96 0.65 0.18 -0.05
C 2.7227 -4.3089 -0.9120 -0.95 -0.66 1.33 -0.47
C 1.3610 -3.7135 -0.5769 -0.48 -0.73 -0.18 -0.05
O 3.6963 -3.2930 -0.9636 0.26 -0.36 -0.21 -0.06
H 2.4964 -6.1306 0.4267 -0.27 0.08 -0.47 0.08
H 3.1781 -4.6795 1.1375 0.03 -0.01 0.11 0.07
H 4.1378 -5.5965 -0.0089 -0.02 -0.23 0.17 0.08
H 2.6707 -4.9410 -1.8038 0.07 0.48 -0.46 0.14
H 1.3214 -3.3135 0.4376 0.39 0.44 -0.14 0.06
H 0.6274 -4.5251 -0.5326 -0.04 -0.04 -0.35 0.07
H 1.0028 -2.9905 -1.3101 0.14 0.15 0.17 0.06
H 3.5083 -2.7684 -1.7612 0.00 0.11 -0.12 0.05
C -4.8232 4.2128 0.0571 -0.97 0.08 0.11 -0.05
C -4.6300 2.8093 0.6065 -0.08 0.47 -0.61 -0.46
C -5.8679 2.3441 1.3420 -0.88 -0.35 0.40 -0.05
O -4.3647 1.9657 -0.5306 0.06 0.05 0.89 -0.09
H -4.0344 4.5820 -0.5950 0.15 -0.17 0.16 0.06
H -5.0433 4.9274 0.8527 0.43 0.01 0.15 0.08
H -5.7618 4.2015 -0.5045 0.12 -0.05 -0.34 0.09
H -3.7898 2.7918 1.3049 0.22 -0.11 -0.11 0.11
H -6.6714 2.0584 0.6591 0.19 0.06 -0.30 0.09
H -6.3227 3.0959 1.9914 0.34 0.26 0.00 0.08
H -5.7061 1.4772 1.9843 0.30 -0.09 -0.09 0.06
H -4.1918 1.0935 -0.1364 0.31 -0.24 -0.22 0.05
C -0.0600 -2.2592 -4.1314 -0.05 -0.30 -0.37 -0.04
C 0.4050 -2.0889 -5.5518 -0.18 1.11 -0.66 -0.42
C -0.5299 -1.1783 -6.3464 -0.62 -0.02 0.01 -0.04
O 1.6919 -1.4417 -5.5195 0.10 0.02 0.43 -0.07
H -0.2518 -1.2895 -3.6705 0.33 -0.04 -0.10 0.08
H 0.6658 -2.8188 -3.5405 0.05 0.07 0.01 0.08
H -1.0073 -2.7972 -4.0732 0.41 0.21 -0.62 0.04
H 0.5563 -3.0116 -6.1165 -0.31 -0.32 0.35 0.14
H -0.0042 -0.8280 -7.2354 -0.28 -0.06 -0.21 0.08
H -0.9061 -0.3074 -5.8079 0.72 0.12 0.35 0.05
H -1.4837 -1.6450 -6.6058 0.28 -0.48 -0.36 0.08
H 1.9909 -1.3070 -6.4227 0.08 0.00 0.00 0.10
C -4.9312 -1.5430 1.9359 0.13 -0.44 -0.56 -0.03
C -4.0746 -1.6639 0.6454 -0.63 0.53 0.79 -0.45
C -4.8854 -1.9828 -0.5832 -0.30 -0.63 -0.87 -0.05
O -3.4036 -0.4330 0.4134 0.17 0.34 0.18 -0.08
H -5.8904 -1.0648 1.7346 0.11 0.25 -0.08 0.07
H -4.3815 -0.9719 2.6823 -0.02 -0.02 0.07 0.06
H -5.1809 -2.5249 2.3443 0.15 -0.06 0.01 0.07
H -3.2500 -2.3585 0.8258 -0.42 -0.63 -0.21 0.12
H -5.3326 -2.9784 -0.5326 0.18 -0.12 0.07 0.08
H -4.2788 -1.9168 -1.4871 0.23 -0.26 0.13 0.06
H -5.7229 -1.3311 -0.8442 0.06 0.45 0.75 0.09
H -2.5028 -0.5843 0.7360 0.37 0.60 -0.46 0.05
```
Forces are in eV/Å.

## Properties
HOMO ... -9.143 eV
Charge ... 0
Energy relative to the best compared isomer or geometry (same formula, charge and spin) ... 743.2 kJ/mol
HOMO-LUMO gap ... 9.49 eV
Spin multiplicity ... 1
Energy ... -2914.90594 Eh
Max |F| ... 4.26 eV Å⁻¹